No. 1
ORCA calculation (ωB97M-V/def2-TZVPD) on 2 unconnected molecules or ions with the total composition ClN2O2 at a distorted geometry.

The value obtained for the maximum force is 6.11 eV/Å. The total charge is -1. The calculation puts the HOMO energy (spin up / spin down) at -4.24 / -4.39 eV. Its spin multiplicity is 3. The value obtained for the HOMO-LUMO gap (spin up / spin down) is 8.910 / 5.858 eV.

The geometry in XYZ format:
```
5
Properties=species:S:1:pos:R:3:forces:R:3
N 0.43023 -0.95394 -0.06623 4.6 -4.0 -0.6
N -0.26832 0.04871 0.02670 -0.9 3.7 0.0
O 0.17606 1.21854 0.08152 -1.3 -0.7 -0.1
O -1.45133 -0.30607 -0.00482 -2.8 1.2 0.5
Cl 2.74328 -0.06196 -0.01544 0.5 -0.2 0.2
```
Forces are in eV/Å.

Atomic partial charges in e from the Löwdin method, atoms 1 to 4: 0.078, -0.657, -0.080, -0.029



No. 2
ORCA calculation (ωB97M-V/def2-TZVPD) on 6 unconnected molecules or ions with the total composition C11H34O10 at a distorted geometry.

The value obtained for the maximum force is 3.27 eV/Å. The total charge is +1. The calculation puts the HOMO energy (spin up / spin down) at -11.82 / -11.82 eV. Its spin multiplicity is 2. The value obtained for the HOMO-LUMO gap (spin up / spin down) is 8.886 / 2.175 eV.

The geometry in XYZ format:
```
55
Properties=species:S:1:pos:R:3:forces:R:3
C 0.13438 0.80594 0.71362 -1.1 -1.2 0.0
O 0.66435 2.08684 0.83357 1.3 1.5 -0.2
H -0.52564 0.80206 -0.15382 -0.4 -0.3 0.3
H 0.88643 0.03935 0.52690 0.2 0.2 0.2
H -0.35298 0.60727 1.66814 -0.4 -0.4 -0.3
H 1.55632 1.97456 0.49685 0.5 0.6 -0.1
C 0.39287 -2.19825 3.28538 0.7 -0.9 0.5
C -0.77265 -2.86063 4.09229 0.4 0.4 -1.1
O -0.91330 -4.24433 3.92527 0.7 -0.5 0.2
O 1.70582 -2.74313 3.61166 -1.0 0.6 0.1
H 0.38682 -1.13371 3.51952 0.1 0.1 0.2
H 0.32588 -2.28483 2.20089 -0.7 -0.1 -0.1
H -1.72391 -2.47440 3.72617 0.0 1.0 0.2
H -0.64074 -2.62673 5.14870 0.0 -0.2 0.0
H -1.02155 -4.39604 2.98353 -0.1 -0.3 -0.1
H 2.01267 -3.19942 2.82474 0.1 -0.1 0.1
C -0.80337 4.33545 -0.97929 0.1 1.0 2.1
C -1.49726 5.56938 -1.46189 -0.8 1.1 -1.7
O -1.98497 5.37673 -2.83008 1.0 0.4 2.4
O -0.09860 4.54248 0.24086 -1.0 1.6 -2.7
H -0.08250 4.05457 -1.74712 0.8 -0.3 -0.4
H -1.49689 3.50528 -0.84533 0.1 -0.6 0.0
H -0.94979 6.50966 -1.39668 0.7 -0.2 -0.6
H -2.27063 5.84783 -0.74602 -0.8 -0.6 0.1
H -2.28276 4.46495 -2.86967 -0.5 -0.2 -0.3
H 0.04479 3.67230 0.62011 0.5 -2.5 1.2
C 0.34649 -2.18211 -1.36952 1.0 -0.7 -2.2
C -0.69134 -2.85065 -2.26986 0.5 0.7 1.7
O -1.71161 -3.39800 -1.44703 -0.1 0.3 -0.9
O 1.33194 -3.08657 -0.91189 -0.1 -0.2 1.3
H -0.07906 -1.54050 -0.59793 0.0 -0.5 0.1
H 0.89575 -1.58069 -2.09389 -0.2 1.0 0.1
H -0.22634 -3.62826 -2.87584 0.2 0.0 -0.1
H -0.97179 -2.00625 -2.89949 -0.9 -0.2 -0.4
H -2.37467 -3.66459 -2.08804 -0.5 -0.4 0.3
H 1.82688 -3.36513 -1.68586 0.0 -0.2 0.1
C 4.90820 -0.32552 -1.21936 0.4 -1.4 -0.4
C 3.42976 -0.66722 -1.47156 1.7 0.4 0.1
O 2.68389 0.53175 -1.49531 -1.2 0.3 0.5
O 5.62450 -0.04827 -2.41325 -0.5 0.7 -0.5
H 5.40799 -1.21951 -0.84639 -0.3 -0.1 0.8
H 5.00808 0.50217 -0.51718 -0.3 0.0 0.2
H 3.13498 -1.34337 -0.66905 -0.5 0.5 0.2
H 3.28318 -1.23005 -2.39342 0.3 0.0 -0.2
H 3.06953 1.13669 -2.13324 0.2 -0.1 -0.2
H 6.52101 0.16160 -2.14155 0.1 0.1 -0.2
C -3.34470 0.03715 -0.18043 -0.1 -0.5 0.7
C -4.04514 0.48227 1.10249 0.8 0.0 0.0
O -3.37274 1.63883 1.65327 -0.4 0.4 -0.5
H -2.40166 -0.46346 0.03900 0.3 0.4 0.1
H -3.20419 0.92250 -0.80053 0.0 -0.2 -0.3
H -3.89150 -0.76521 -0.67575 -0.4 0.4 -0.3
H -4.08189 -0.33180 1.82639 0.0 0.0 0.1
H -5.06697 0.78151 0.86919 0.1 0.2 0.2
H -2.70110 1.46954 2.31799 -0.2 -0.7 0.0
```
Forces are in eV/Å.

Atomic partial charges in e from the Löwdin method, atoms 1 to 4: -0.131, -0.106, 0.076, 0.080



No. 3
ORCA calculation (ωB97M-V/def2-TZVPD) on a molecular structure, C4H14N3O4P at a distorted geometry.

The value obtained for the maximum force is 5.00 eV/Å. The calculation puts the HOMO energy at -7.46 eV. The value obtained for the HOMO-LUMO gap is 7.900 eV.

The geometry in XYZ format:
```
26
Properties=species:S:1:pos:R:3:forces:R:3
C 1.26398 -0.67920 -1.65650 -0.9 0.1 -2.0
C 1.25386 0.76251 1.89522 -0.1 -2.8 -1.4
C 0.98751 0.37558 -0.65002 0.3 -3.2 2.7
C 0.92604 -0.12325 0.65261 1.7 1.6 -1.6
N 0.89582 1.62722 -1.16443 1.6 -0.2 -1.0
N 2.58796 0.39932 2.41941 1.8 1.6 -1.4
N -3.57600 -0.77757 -0.69553 -0.9 1.5 0.0
O -1.36968 -1.44752 0.20746 -0.1 0.1 -1.2
O -1.35004 0.97803 0.80026 -1.6 2.1 -0.3
O -1.53196 0.55056 -1.65911 -0.2 0.3 -1.4
O 1.07025 -1.49658 0.84442 3.2 2.9 2.5
P -1.48070 -0.07525 -0.36056 0.1 -2.2 3.2
H 0.31338 -1.24721 -1.91109 1.1 0.7 -0.1
H 1.57314 -0.00878 -2.52641 0.1 -1.9 0.5
H 1.96303 -1.46140 -1.30902 0.1 0.8 -0.4
H 0.37558 0.69746 2.51430 0.3 -0.7 1.5
H 1.22219 1.79460 1.68628 0.5 1.2 -0.9
H 0.47812 2.33002 -0.65451 -1.0 1.5 1.4
H 0.55399 1.59672 -2.10701 -0.2 0.2 -0.1
H -1.51851 0.76058 1.71172 -0.2 -0.7 0.2
H 2.83425 -0.58689 2.49032 -0.9 0.1 -0.1
H 3.35070 0.78495 1.71724 -2.2 -0.9 1.9
H -4.35922 -0.11239 -0.89549 1.0 -1.1 0.0
H -3.06283 -1.05311 -1.52674 -0.9 -0.1 -0.3
H -3.87434 -1.60147 -0.18554 0.1 0.2 0.0
H 0.47347 -1.98694 0.36272 -2.7 -1.3 -1.7
```
Forces are in eV/Å.

Atomic partial charges in e from the Löwdin method, atoms 1 to 4: -0.041, -0.200, -0.446, -0.306



No. 4
ORCA calculation (ωB97M-V/def2-TZVPD) on a molecular structure, C4H7N2O at a distorted geometry.

The value obtained for the maximum force is 2.85 eV/Å. The total charge is +1. The calculation puts the HOMO energy at -13.98 eV. The value obtained for the HOMO-LUMO gap is 9.714 eV.

The geometry in XYZ format:
```
14
Properties=species:S:1:pos:R:3:forces:R:3
C -0.81979 -0.75327 -0.26499 0.4 0.2 -0.1
C 0.18095 -0.65500 -1.41810 -0.8 -0.9 -0.5
C -0.28475 -0.18022 1.03139 1.7 1.2 -0.8
C 1.16366 0.87760 0.04510 -1.9 -1.3 1.7
N 1.17793 0.34159 -1.09840 0.7 0.3 -0.8
N -1.11956 0.50907 1.80226 -0.5 0.2 0.2
O -1.91331 -1.21551 -0.36908 0.0 0.1 -0.1
H 0.64261 -1.63599 -1.58263 0.0 0.1 0.0
H -0.34521 -0.39064 -2.34257 0.1 0.0 0.2
H 0.42774 -0.82309 1.54073 0.0 0.0 0.0
H 1.85867 1.63718 0.36133 0.3 0.2 -0.2
H 1.83868 0.57562 -1.84734 -0.1 0.1 0.3
H -1.92223 0.96221 1.39044 0.1 0.0 0.1
H -0.88539 0.75044 2.75189 -0.1 -0.1 -0.1
```
Forces are in eV/Å.

Atomic partial charges in e from the Löwdin method, atoms 1 to 4: -0.340, -0.052, -0.141, 0.161